The following is a DFT calculation (wB97M-V/def2-TZVPD) of 2 unconnected molecules or ions with the total composition C6H16O3 in a non-equilibrium geometry.

Geometry as XYZ:
```
25
Properties=species:S:1:pos:R:3:nbo_charge:R:1
C 1.8426 0.5221 2.2884 -0.6053
C 1.6823 0.8959 0.8187 -0.3899
C 0.8948 -0.1383 0.0056 -0.2212
C 1.6426 -1.4655 -0.1064 -0.6066
C 0.5983 0.4034 -1.3935 -0.6091
H 2.4433 -0.3766 2.4056 0.2013
H 0.8692 0.3470 2.7442 0.2012
H 2.3317 1.3285 2.8315 0.2097
H 1.1631 1.8564 0.7593 0.1941
H 2.6688 1.0276 0.3668 0.1940
H -0.0552 -0.3287 0.5188 0.1929
H 2.6219 -1.3135 -0.5566 0.2000
H 1.7754 -1.9258 0.8692 0.2068
H 1.0822 -2.1587 -0.7306 0.2092
H -0.0532 -0.2771 -1.9381 0.2171
H 0.1123 1.3778 -1.3445 0.1954
H 1.5226 0.5121 -1.9589 0.2048
O -2.6641 1.5016 0.0506 -0.6971
C -3.2476 0.5543 -0.7453 0.2319
O -2.5217 -0.6580 -0.3978 -0.3215
O -2.7469 -1.6535 -1.3859 -0.4580
H -1.7030 1.2297 0.0583 0.4837
H -3.1001 0.7242 -1.8265 0.1431
H -4.3099 0.4690 -0.4784 0.1550
H -2.8494 -2.4538 -0.8545 0.4686
```

- orbital gap (hartree) = 0.401
- net charge = 0
- LUMO (eV) = 0.78
- energy relative to the best compared isomer or geometry (same formula, charge and spin) (kcal/mol) = 62.74
- SMILES string = CCC(C)C.OCOO
- F_max (eV/A) = 1.7